--- P ---
The following is a DFT calculation (the ωB97M-V functional and the def2-TZVPD basis) of a cluster of 2 separate species, C2H4Cl3OP in total.

The lowest unoccupied orbital energy (spin up / spin down) is -1.446 / -1.444 eV. Its net charge is 0.

Geometry (Å):
C -1.524 0.149 0.114
C -0.634 -0.706 -0.681
O 1.677 0.903 1.633
P 1.621 0.425 0.299
Cl -0.490 -2.258 -0.170
Cl 2.386 1.896 -0.807
Cl 2.786 -1.244 0.112
H -1.829 1.169 -0.235
H -0.984 0.317 1.090
H -2.523 -0.322 0.278
H -0.485 -0.329 -1.633

These are the Löwdin partial charges, in e, on atoms 1 to 8:
1. C -0.2268
2. C -0.7207
3. O -0.4636
4. P -0.1261
5. Cl 0.7421
6. Cl 0.2810
7. Cl 0.2185
8. H 0.0983

---

--- Q ---
The following is a DFT calculation (the ωB97M-V functional and the def2-TZVPD basis) of a structure of composition C2H4Cl3OP.

The lowest unoccupied orbital energy is 0.258 eV. Its net charge is 0.

Geometry (Å):
C -1.405 -0.193 -0.102
C -0.234 0.652 0.506
O 1.412 -0.181 -1.687
P 1.289 -0.220 -0.243
Cl -0.090 2.228 -0.025
Cl 1.175 -2.207 0.271
Cl 2.893 0.667 0.610
H -1.296 -0.293 -1.264
H -2.418 0.166 0.028
H -1.130 -1.238 0.226
H -0.197 0.620 1.679

These are the Löwdin partial charges, in e, on atoms 1 to 8:
1. C -0.1867
2. C -0.9698
3. O -0.4050
4. P -0.1119
5. Cl 0.6670
6. Cl 0.3430
7. Cl 0.3421
8. H 0.1091

---

Which is the most stable structure? Q is the most stable.

---

--- P ---
The following is a DFT calculation (the ωB97M-V functional and the def2-TZVPD basis) of a cluster of 2 separate species, C4H3NO2S in total.

The lowest unoccupied orbital energy is -1.109 eV. The structure (SMILES) is C#C[N+](=O)[O-].C1=CS1. Its net charge is 0.

Geometry (Å):
C -2.098 1.791 -1.035
C -2.662 0.838 -0.625
N -3.455 -0.177 -0.103
O -2.896 -0.679 0.877
O -4.499 -0.429 -0.662
H -1.338 2.285 -1.585
C 0.521 -0.884 0.797
C 1.780 -0.896 0.318
S 0.782 0.799 0.258
H -0.271 -1.264 1.420
H 2.530 -1.523 -0.210

These are the Löwdin partial charges, in e, on atoms 1 to 8:
1. C 0.1417
2. C -0.0695
3. N -0.3889
4. O 0.0803
5. O 0.1294
6. H 0.0463
7. C -0.4628
8. C -0.2573

---

--- Q ---
The following is a DFT calculation (the ωB97M-V functional and the def2-TZVPD basis) of an isolated molecule of C4H3NO2S.

The lowest unoccupied orbital energy is -0.038 eV. The structure (SMILES) is O=C1N=CS/C1=C/O. Its net charge is 0.

Geometry (Å):
O 0.836 2.007 -0.113
C 0.027 1.098 -0.088
N -1.373 1.323 0.142
C -1.998 0.254 0.120
S -1.224 -1.269 -0.033
C 0.295 -0.425 -0.218
C 1.489 -0.904 -0.056
O 2.730 -0.310 0.169
H -3.107 0.300 0.249
H 1.471 -2.041 0.024
H 3.420 -0.929 0.259

These are the Löwdin partial charges, in e, on atoms 1 to 8:
1. O 0.1054
2. C -0.4199
3. N 0.0689
4. C -0.5130
5. S 1.0013
6. C -0.4565
7. C -0.1704
8. O 0.0614

---

--- R ---
The following is a DFT calculation (the ωB97M-V functional and the def2-TZVPD basis) of an isolated molecule of C4H3NO2S.

The lowest unoccupied orbital energy is -2.166 eV. The structure (SMILES) is N#C[C@H](O)C(=O)C=S. Its net charge is 0.

Geometry (Å):
N -2.341 -1.193 0.826
C -1.404 -0.506 0.878
C -0.206 0.361 0.909
O -0.467 1.670 0.494
C 0.940 -0.322 0.127
O 1.889 -0.776 0.710
C 0.879 -0.424 -1.372
S -0.284 0.143 -2.332
H 0.146 0.409 1.930
H -0.901 1.632 -0.386
H 1.751 -0.995 -1.782

These are the Löwdin partial charges, in e, on atoms 1 to 8:
1. N 0.1756
2. C -0.1503
3. C -0.3368
4. O -0.0185
5. C -0.4012
6. O 0.1391
7. C -0.5265
8. S 0.8234

---

Which is the most stable structure? Q is the most stable.

---

--- P ---
The following is a DFT calculation (the ωB97M-V functional and the def2-TZVPD basis) of a structure of composition C3H4S.

The lowest unoccupied orbital energy is -0.381 eV. Its net charge is 0.

Geometry (Å):
C 0.405 0.159 -0.998
C -1.191 0.788 -0.048
C 1.466 -0.188 -0.038
S -2.176 -0.455 0.165
H 1.708 0.901 0.296
H 2.351 -0.583 -0.481
H 0.983 -0.817 0.802
H -3.545 0.196 0.302

The computed Löwdin charges, all in e, follow:
1. C -0.0109
2. C -0.5724
3. C -0.2457
4. S 0.6145
5. H 0.1264
6. H 0.0383
7. H 0.0971
8. H -0.0472

---

--- Q ---
The following is a DFT calculation (the ωB97M-V functional and the def2-TZVPD basis) of an isolated molecule of C3H4S.

The lowest unoccupied orbital energy (spin up / spin down) is -1.034 / -1.034 eV. The structure (SMILES) is C#S#CC. Its net charge is 0.

Geometry (Å):
C -2.077 -0.188 1.273
S -0.355 -0.135 1.248
C -0.192 -0.231 -0.412
C 1.037 0.016 -1.056
H -2.351 -0.018 2.357
H 0.890 1.077 -0.873
H 1.158 -0.248 -2.078
H 1.890 -0.274 -0.459

The computed Löwdin charges, all in e, follow:
1. C -0.2590
2. S 0.7715
3. C -0.4636
4. C -0.2226
5. H -0.0612
6. H 0.0990
7. H 0.0652
8. H 0.0706

---

Which is the most stable structure? Q is the most stable.